Entry 1:
DFT (ωB97M-V with the def2-TZVPD basis set) results for a cluster of 2 separate species, C4H10N2O2 in total at a distorted geometry.

Each atom is followed by the atoms it is bonded to, with distances in Å.
Geometry (Å):
1 C -2.55200 0.53583 -1.63719  C2 1.516, H5 1.090, H6 1.088, H7 1.082
2 C -1.08682 0.61212 -2.01946  C1 1.516, N3 1.364, O4 1.210
3 N -0.34269 -0.36193 -1.42206  C2 1.364, H8 1.007, H9 1.003
4 O -0.66997 1.29839 -2.92466  C2 1.210
5 H -3.10321 0.37873 -2.56466  C1 1.090
6 H -2.96867 1.49434 -1.33383  C1 1.088
7 H -2.76583 -0.13569 -0.81610  C1 1.082
8 H 0.65555 -0.34973 -1.55372  N3 1.007
9 H -0.63236 -1.14334 -0.86321  N3 1.003
10 C 1.76034 -0.75338 3.17949  C11 1.516, H14 1.091, H15 1.089, H16 1.076
11 C 1.11025 -0.56939 1.82200  C10 1.516, N12 1.355, O13 1.220
12 N 1.30040 0.62730 1.21528  C11 1.355, H17 0.962, H18 1.000
13 O 0.45217 -1.47412 1.33634  C11 1.220
14 H 1.51176 0.06051 3.86173  C10 1.091
15 H 2.84322 -0.74715 3.06882  C10 1.089
16 H 1.33523 -1.65218 3.59171  C10 1.076
17 H 0.85226 0.84851 0.39314  N12 0.962
18 H 1.56852 1.41783 1.76639  N12 1.000

Summary:
highest occupied orbital energy	-9.72	eV
energy relative to the best compared isomer or geometry (same formula, charge and spin)	0.590	eV
gap between HOMO and LUMO	10.3902	eV

These are the Löwdin partial charges, in e, on atoms 1 to 5: C -0.012; C -0.599; N 0.143; O 0.041; H 0.087

Entry 2:
DFT (ωB97M-V with the def2-TZVPD basis set) results for a cluster of 2 separate species, C4H10N2O2 in total at a distorted geometry.

Each atom is followed by the atoms it is bonded to, with distances in Å.
Geometry (Å):
1 C 0.19495 -2.47580 -1.90311  C2 1.512, H5 1.087, H6 1.078, H7 1.075
2 C -0.03710 -1.08140 -2.43956  C1 1.512, N3 1.353, O4 1.225
3 N 0.53776 -0.03540 -1.80146  C2 1.353, H8 1.004, H9 1.011
4 O -0.76795 -0.91036 -3.40746  C2 1.225
5 H 0.25876 -3.13232 -2.76711  C1 1.087
6 H -0.61056 -2.69235 -1.22043  C1 1.078
7 H 1.16963 -2.57278 -1.46110  C1 1.075
8 H 0.35396 0.91592 -2.06462  N3 1.004
9 H 1.08223 -0.17867 -0.96141  N3 1.011
10 C 0.15365 1.61566 2.99073  C11 1.489, H14 1.086, H15 1.095, H16 1.091
11 C 0.11713 1.04892 1.61449  C10 1.489, N12 1.356, O13 1.220
12 N -1.03476 1.19605 0.91525  C11 1.356, H17 1.004, H18 1.000
13 O 1.03482 0.38593 1.16077  C11 1.220
14 H 0.01409 0.84294 3.74051  C10 1.086
15 H -0.58650 2.40361 3.16730  C10 1.095
16 H 1.09437 2.12230 3.21310  C10 1.091
17 H -1.21782 0.70658 0.05773  N12 1.004
18 H -1.75666 1.84116 1.16638  N12 1.000

Summary:
highest occupied orbital energy	-9.45	eV
energy relative to the best compared isomer or geometry (same formula, charge and spin)	0.361	eV
gap between HOMO and LUMO	10.0839	eV

These are the Löwdin partial charges, in e, on atoms 1 to 5: C -0.004; C -0.601; N 0.154; O 0.012; H 0.084

Entry 3:
DFT (ωB97M-V with the def2-TZVPD basis set) results for the molecule C4H10N2O2 at a distorted geometry.

Each atom is followed by the atoms it is bonded to, with distances in Å.
Geometry (Å):
1 C -2.31166 0.03740 0.69916  C2 1.530, H9 1.152, H10 1.015, H11 1.108
2 C -1.02038 0.05078 -0.12114  C1 1.530, N3 1.493, C4 1.632, H12 0.989
3 N -1.20839 -0.78883 -1.34149  C2 1.493, H13 1.010, H14 0.968
4 C 0.23383 -0.66386 0.64105  C2 1.632, O5 1.262, N6 1.357
5 O 0.08869 -1.83913 1.07816  C4 1.262
6 N 1.48810 -0.17700 0.82060  C4 1.357, C7 1.481, H15 1.054
7 C 2.09183 0.99793 0.15121  N6 1.481, O8 1.515, H16 1.158, H17 1.111
8 O 1.96702 0.55499 -1.29269  C7 1.515, H18 0.928
9 H -2.64962 -1.02209 1.00001  C1 1.152
10 H -2.40037 0.67030 1.48781  C1 1.015
11 H -3.21302 0.29827 0.11088  C1 1.108
12 H -0.75326 0.91975 -0.50944  C2 0.989
13 H -0.85419 -1.72927 -1.23912  N3 1.010
14 H -0.80591 -0.44189 -2.15013  N3 0.968
15 H 2.04097 -0.82819 1.43781  N6 1.054
16 H 1.44491 1.91966 0.42010  C7 1.158
17 H 3.10494 1.25306 0.52911  C7 1.111
18 H 2.75651 0.78812 -1.72187  O8 0.928

Summary:
highest occupied orbital energy	-8.96	eV
energy relative to the best compared isomer or geometry (same formula, charge and spin)	3.053	eV
gap between HOMO and LUMO	9.4934	eV

These are the Löwdin partial charges, in e, on atoms 1 to 5: C -0.060; C -0.289; N 0.056; C -0.384; O -0.011

Entry 4:
DFT (ωB97M-V with the def2-TZVPD basis set) results for a cluster of 2 separate species, C4H10N2O2 in total at a distorted geometry.

Each atom is followed by the atoms it is bonded to, with distances in Å.
Geometry (Å):
1 C -1.80133 2.25072 1.47262  C2 1.510, H5 1.084, H6 1.085, H7 1.094
2 C -0.30084 2.21048 1.63442  C1 1.510, N3 1.401, O4 1.202
3 N 0.38840 2.71981 0.52551  C2 1.401, H8 1.016, H9 0.992
4 O 0.29762 1.88728 2.62505  C2 1.202
5 H -2.24898 3.23567 1.39850  C1 1.084
6 H -2.17325 1.64702 2.29349  C1 1.085
7 H -2.17764 1.75745 0.57098  C1 1.094
8 H 1.39995 2.79319 0.58971  N3 1.016
9 H 0.05078 3.20928 -0.26881  N3 0.992
10 C 0.31718 -3.21374 -0.55618  C11 1.517, H14 1.090, H15 1.096, H16 1.080
11 C 0.95693 -2.55179 -1.76151  C10 1.517, N12 1.375, O13 1.213
12 N 1.06732 -1.18380 -1.67617  C11 1.375, H17 1.016, H18 1.004
13 O 1.35853 -3.13343 -2.74690  C11 1.213
14 H 0.39171 -4.29496 -0.67123  C10 1.090
15 H -0.75519 -3.06220 -0.72395  C10 1.096
16 H 0.71657 -2.90886 0.40020  C10 1.080
17 H 1.66009 -0.63875 -2.29582  N12 1.016
18 H 0.85214 -0.72337 -0.80993  N12 1.004

Summary:
highest occupied orbital energy	-9.80	eV
energy relative to the best compared isomer or geometry (same formula, charge and spin)	0.780	eV
gap between HOMO and LUMO	10.2529	eV

These are the Löwdin partial charges, in e, on atoms 1 to 5: C -0.017; C -0.584; N 0.126; O 0.061; H 0.081

Entry 5:
DFT (ωB97M-V with the def2-TZVPD basis set) results for a cluster of 3 separate species, C4H10N2O2 in total at a distorted geometry.

Each atom is followed by the atoms it is bonded to, with distances in Å.
Geometry (Å):
1 C -0.06220 -0.98508 1.34792  N3 1.341, H6 1.086, H7 1.100
2 C 0.91765 0.85798 1.10578  H8 1.088, H9 1.089, H10 1.092
3 N -1.38377 -0.97271 1.12141  C1 1.341, H4 1.021, H5 1.011
4 H -1.67393 -0.72419 0.17433  N3 1.021
5 H -1.99884 -0.63656 1.85030  N3 1.011
6 H 0.22609 -1.14366 2.38259  C1 1.086
7 H 0.54635 -1.41330 0.53764  C1 1.100
8 H 0.92086 1.82471 0.60634  C2 1.088
9 H 1.89701 0.61262 1.51423  C2 1.089
10 H 0.26037 1.09148 1.94660  C2 1.092
11 C -0.16282 0.76837 -1.53516  N12 1.381, C13 1.535, O14 1.214
12 N -1.06147 -0.23068 -1.85488  C11 1.381, H16 1.008, H17 1.014
13 C 1.15459 0.19837 -0.99074  C11 1.535, O15 1.257, H18 1.098
14 O -0.41830 1.95245 -1.61592  C11 1.214
15 O 1.35504 -1.03896 -1.08452  C13 1.257
16 H -1.87151 0.05120 -2.38507  N12 1.008
17 H -0.62678 -1.12723 -2.04291  N12 1.014
18 H 1.98165 0.91518 -1.07795  C13 1.098

Summary:
highest occupied orbital energy (alpha / beta)	-8.45 / -8.45	eV
energy relative to the best compared isomer or geometry (same formula, charge and spin)	4.522	eV
gap between HOMO and LUMO (alpha / beta)	8.6975 / 8.6981	eV

These are the Löwdin partial charges, in e, on atoms 1 to 5: C -0.103; C -0.070; N 0.049; H 0.075; H 0.103

Entry 6:
DFT (ωB97M-V with the def2-TZVPD basis set) results for the molecule C4H10N2O2 at a distorted geometry.

Each atom is followed by the atoms it is bonded to, with distances in Å.
Geometry (Å):
1 C 1.31689 0.29447 1.64027  N2 1.454, H9 1.073, H10 1.088, H11 1.102
2 N 1.68290 0.54477 0.25545  C1 1.454, C3 1.372, H12 1.002
3 C 1.20380 -0.15463 -0.82290  N2 1.372, O4 1.225, C5 1.521
4 O 1.67967 0.07749 -1.92711  C3 1.225
5 C 0.03394 -1.11823 -0.70116  C3 1.521, N6 1.459, H13 1.103, H14 1.097
6 N -1.05765 -0.78056 0.20639  C5 1.459, C7 1.433, H15 1.008
7 C -2.05491 0.15810 -0.21378  N6 1.433, O8 1.426, H16 1.090, H17 1.112
8 O -2.48108 0.91058 0.92020  C7 1.426, H18 0.953
9 H 0.80364 1.12912 2.07662  C1 1.073
10 H 0.77077 -0.63144 1.81040  C1 1.088
11 H 2.22648 0.15817 2.24723  C1 1.102
12 H 2.53877 1.02427 0.05130  N2 1.002
13 H 0.51119 -2.02591 -0.29516  C5 1.103
14 H -0.45255 -1.45437 -1.62527  C5 1.097
15 H -1.46811 -1.54261 0.72268  N6 1.008
16 H -1.74181 0.80911 -1.02986  C7 1.090
17 H -3.01637 -0.27981 -0.56179  C7 1.112
18 H -1.79011 1.44897 1.29626  O8 0.953

Summary:
highest occupied orbital energy	-9.15	eV
energy relative to the best compared isomer or geometry (same formula, charge and spin)	2.132	eV
gap between HOMO and LUMO	9.8761	eV

These are the Löwdin partial charges, in e, on atoms 1 to 5: C -0.091; N 0.030; C -0.479; O 0.033; C -0.128